No. 1
This record from OMol25 describes an isolated molecule of C7H13N. The level of theory is wB97M-V/def2-TZVPD.

Geometry as ORCA input:
```
! RIJCOSX wB97M-V def2-TZVPD def2/J DEFGRID3
* xyz 0 1
C 0.22019 1.99397 1.98643
C 0.55837 1.34780 0.61261
C -0.75689 0.88442 -0.04437
C -0.87594 -0.61393 0.02610
C -0.36969 -1.42124 -0.90043
C -0.38650 -2.89636 -0.79769
C -0.08758 -3.61155 -1.87447
N 1.27809 2.26926 -0.25248
H -0.30403 1.28600 2.58595
H -0.16317 2.99663 1.81595
H 1.15037 2.04603 2.57222
H 1.22655 0.52097 0.87045
H -0.70660 1.15887 -1.10482
H -1.56152 1.44831 0.41934
H -1.31363 -0.98975 0.94717
H 0.01654 -0.96403 -1.81012
H -0.58664 -3.26364 0.19737
H 0.22667 -3.23447 -2.82686
H -0.03415 -4.68530 -1.72690
H 1.84196 2.99240 0.17104
H 0.62760 2.73559 -0.86651
*
```

Computed properties:
Total energy in eV: -8958.3329
Molecular weight in g/mol: 111.19
Energy relative to the best compared isomer or geometry (same formula, charge and spin) in kcal per mole: 36.9

No. 2
This record from OMol25 describes a cluster of 12 separate species, C62H160N12O19 in total. The level of theory is wB97M-V/def2-TZVPD.

Geometry as ORCA input:
```
! RIJCOSX wB97M-V def2-TZVPD def2/J DEFGRID3
* xyz 0 1
C 3.32372 5.75824 -3.70786
C 2.63255 4.52651 -3.19690
C 2.98723 4.05327 -1.78690
O 4.35845 3.70533 -1.75877
C 4.63574 3.00146 -0.53647
N 1.19336 4.68492 -3.20818
H 2.96745 6.57139 -3.07108
H 3.01002 5.83447 -4.73964
H 4.39101 5.63828 -3.65484
H 2.89657 3.66212 -3.83040
H 2.35895 3.16043 -1.61108
H 2.75825 4.71419 -0.91949
H 5.71084 2.72675 -0.46963
H 3.98325 2.10435 -0.43315
H 4.37896 3.68538 0.29057
H 0.86999 5.15758 -4.03143
H 0.56045 3.90745 -3.09032
C 6.48303 -0.36902 2.55477
C 5.93797 -1.66099 1.87898
C 4.86807 -1.39148 0.84105
O 3.63955 -1.12703 1.57204
C 2.59026 -0.76888 0.66936
N 7.13918 -2.26730 1.18025
H 7.18838 -0.52756 3.33426
H 5.63935 0.21189 2.94224
H 6.91161 0.30044 1.78173
H 5.52743 -2.21576 2.76789
H 4.82323 -2.18563 0.09341
H 5.18830 -0.50350 0.29292
H 2.48027 -1.62388 0.00416
H 2.77789 0.20550 0.19276
H 1.67588 -0.71045 1.28898
H 7.98207 -2.37104 1.77176
H 6.93732 -3.13369 0.71035
C -1.24828 -4.38131 3.75717
C -0.54182 -4.06405 2.48416
C -1.22668 -2.86185 1.90300
O -2.50267 -3.20430 1.29247
C -3.03704 -2.12231 0.61236
N 0.88582 -3.83479 2.68604
H -1.23871 -3.48406 4.40346
H -0.78550 -5.18816 4.33793
H -2.30345 -4.55871 3.63619
H -0.74541 -4.82013 1.79553
H -0.58175 -2.55281 1.08658
H -1.32283 -2.04024 2.65157
H -2.23186 -1.45457 0.21289
H -3.67405 -1.50135 1.33393
H -3.66802 -2.47465 -0.22197
H 1.00883 -3.34836 3.58416
H 1.45285 -4.65133 2.66839
C 4.88459 0.14278 -2.83239
C 4.27021 -0.58476 -3.98009
C 4.93915 -0.12269 -5.27502
O 6.33777 -0.36761 -5.19444
C 6.97405 -0.05165 -6.38639
N 4.50171 -2.03636 -3.76625
H 4.49908 -0.15985 -1.88691
H 4.73510 1.17897 -2.88670
H 5.99303 -0.00807 -2.87349
H 3.17957 -0.45743 -4.03678
H 4.71141 0.87860 -5.56936
H 4.63439 -0.71166 -6.09885
H 8.08502 0.01954 -6.22920
H 6.66011 0.84487 -6.92740
H 6.93188 -0.86689 -7.05603
H 4.22910 -2.62107 -4.53382
H 5.52259 -2.17529 -3.75712
C 0.27743 0.56689 -2.27546
C -1.07509 1.25819 -1.90034
C -1.04995 1.95391 -0.61957
O -0.70338 1.08972 0.47046
C -0.90284 1.76999 1.76086
N -1.37570 2.27017 -2.86021
H 0.10625 -0.22928 -3.02896
H 0.74491 0.12701 -1.34564
H 0.98459 1.32697 -2.68681
H -1.86993 0.49907 -1.86773
H -2.01237 2.46553 -0.43768
H -0.33569 2.81917 -0.65689
H -0.25165 1.30027 2.43895
H -1.95036 1.82366 2.04912
H -0.51385 2.75120 1.69430
H -1.39439 1.89976 -3.78579
H -2.32291 2.63037 -2.76911
C -1.48218 0.81298 -12.38509
O -0.20876 0.45424 -11.93803
C -0.09238 -0.95930 -11.86411
C 1.00441 -1.28281 -10.82515
N 0.72786 -0.83552 -9.52293
C 1.80246 -1.23306 -8.56757
C 1.62739 -0.38853 -7.32955
O 1.96755 0.94864 -7.63672
C 1.58811 1.94758 -6.77657
H -2.31258 0.41417 -11.74321
H -1.74324 0.57053 -13.42690
H -1.54529 1.89515 -12.44811
H 0.10329 -1.26401 -12.89615
H -1.00135 -1.38035 -11.49757
H 1.97816 -0.78123 -11.22427
H 1.21023 -2.36434 -10.80056
H 0.79047 0.15824 -9.46571
H 2.77059 -1.11031 -9.09677
H 1.61958 -2.26878 -8.31571
H 2.26914 -0.76293 -6.54673
H 0.57573 -0.46244 -7.01383
H 1.96939 2.91088 -7.05776
H 2.08238 1.73089 -5.82574
H 0.48058 2.06130 -6.60324
C -4.14635 -3.83745 12.48598
O -5.13972 -3.84235 11.44293
C -4.67326 -3.50008 10.18062
C -5.86727 -3.31189 9.26010
N -5.44713 -3.04396 7.88119
C -4.95613 -1.75140 7.53135
C -5.07084 -1.43715 6.03793
O -4.09117 -0.50447 5.67122
C -3.77659 -0.54377 4.31290
H -4.66009 -4.04223 13.44216
H -3.63278 -2.83867 12.55384
H -3.30540 -4.52218 12.40356
H -4.04656 -4.37960 9.80038
H -4.04826 -2.57528 10.23032
H -6.59463 -2.56844 9.57163
H -6.42043 -4.25021 9.30974
H -4.80972 -3.75966 7.51709
H -3.88186 -1.65869 7.80167
H -5.40981 -0.96761 8.10505
H -6.11754 -1.17467 5.85752
H -4.85551 -2.37671 5.50532
H -2.84700 0.04918 4.24164
H -4.57285 -0.14416 3.68274
H -3.59070 -1.58413 4.00630
C -2.00294 3.62353 10.17854
O -1.23931 2.60784 9.56620
C -2.00808 1.88664 8.61792
C -1.24251 0.68125 8.04629
N -0.04983 1.00158 7.31740
C 0.67266 -0.11637 6.74632
C 0.18162 -0.83268 5.49749
O 1.05864 -1.66513 4.90926
C 2.12096 -1.04716 4.21194
H -3.06155 3.38223 9.99990
H -1.71581 4.61174 9.76660
H -1.78466 3.69262 11.26961
H -2.35234 2.49706 7.81296
H -2.92979 1.42562 9.03839
H -1.94618 0.18885 7.33609
H -1.05918 -0.04287 8.88584
H 0.62699 1.38280 7.96800
H 0.88815 -0.86058 7.44923
H 1.62098 0.36141 6.34996
H -0.00501 0.03169 4.86732
H -0.77002 -1.32505 5.64667
H 1.60134 -0.39174 3.53955
H 2.60122 -1.75626 3.60439
H 2.85640 -0.46247 4.74689
C 1.51422 -3.42586 -5.11670
O 0.24009 -2.80259 -5.34916
C -0.75406 -3.11440 -4.36288
C -2.12453 -2.69545 -4.80628
N -1.97864 -1.27938 -5.19408
C -3.03850 -0.87086 -6.10907
C -2.94367 0.56006 -6.58767
O -2.79451 1.55415 -5.55235
C -2.72283 2.86823 -6.02569
H 1.94724 -3.03571 -4.19020
H 2.09486 -3.10591 -5.98728
H 1.36583 -4.51831 -5.12452
H -0.52677 -2.56446 -3.41544
H -0.85213 -4.18436 -4.14756
H -2.74655 -2.73443 -3.92320
H -2.49070 -3.39557 -5.58387
H -1.08405 -1.14790 -5.69209
H -3.96614 -1.09950 -5.55559
H -3.15629 -1.39536 -7.11642
H -3.87870 0.67728 -7.19673
H -2.12590 0.67555 -7.32940
H -2.09659 3.01425 -6.93675
H -2.42012 3.48527 -5.20669
H -3.73005 3.19141 -6.33346
C -4.61231 3.12166 5.45435
O -3.34450 3.76925 5.48203
C -2.41310 2.78697 5.11194
C -1.06384 3.39077 5.11744
N -0.96057 4.47497 4.14068
C 0.18675 5.44057 4.17565
C 1.34784 5.04241 3.16463
O 1.74663 3.71575 3.35544
C 2.83203 3.43383 4.22839
H -4.50082 2.39373 6.27508
H -4.80676 2.69826 4.44142
H -5.39430 3.79082 5.70476
H -2.65093 2.47587 4.06883
H -2.44464 1.96353 5.82029
H -0.34347 2.62187 4.97814
H -0.81993 3.70345 6.14447
H -1.77381 5.03480 4.21239
H 0.59814 5.49043 5.20456
H -0.13238 6.43655 3.86015
H 2.11906 5.83643 3.33106
H 0.96590 5.15812 2.11139
H 2.63365 3.79130 5.22006
H 3.80415 3.82864 3.91841
H 2.92225 2.35491 4.42271
C -1.38034 6.07132 -0.22428
O -2.48571 5.72571 -0.97652
C -2.34434 6.06216 -2.38064
C -3.64388 5.71406 -3.07217
N -4.08916 4.32704 -2.99518
C -5.12235 4.03765 -1.98792
C -5.76901 2.69590 -2.43552
O -6.32561 2.83830 -3.71537
C -6.86654 1.62235 -4.24552
H -1.15558 7.13074 -0.14287
H -0.57571 5.45002 -0.61975
H -1.54334 5.68346 0.76476
H -1.45452 5.62255 -2.87057
H -2.12754 7.14128 -2.47021
H -3.37046 5.79005 -4.14585
H -4.39525 6.48414 -2.82379
H -4.53718 4.21968 -3.89041
H -5.84405 4.84704 -1.89468
H -4.70324 3.96746 -0.97645
H -6.52497 2.44924 -1.69962
H -5.04124 1.86350 -2.40779
H -7.31137 1.93476 -5.23423
H -7.60681 1.21853 -3.54135
H -6.13866 0.83916 -4.43488
C 0.96249 -7.79980 2.91702
O 1.85947 -7.00493 2.26549
C 3.20145 -7.38826 2.35688
C 3.95720 -6.40357 1.45678
N 3.43521 -6.45503 0.08106
C 3.84190 -5.19636 -0.52236
C 3.17774 -5.09465 -1.93582
O 1.78502 -5.35667 -1.91158
C 1.13466 -4.36230 -1.19574
H -0.04799 -7.37998 2.78512
H 1.17919 -7.80652 3.98065
H 0.94076 -8.86602 2.57090
H 3.24817 -8.43797 1.98292
H 3.60961 -7.44071 3.38567
H 5.03436 -6.73258 1.38471
H 3.95062 -5.40830 1.92819
H 2.43735 -6.68670 -0.02246
H 4.90131 -5.22534 -0.74097
H 3.67360 -4.33728 0.12590
H 3.51362 -5.87396 -2.55410
H 3.35718 -4.12451 -2.38781
H 1.34564 -4.36697 -0.14365
H 0.07887 -4.56007 -1.40287
H 1.38141 -3.39347 -1.71662
*
```

Computed properties:
Total energy in eV: -123657.3937
Molecular weight in g/mol: 1378.03
Energy relative to the best compared isomer or geometry (same formula, charge and spin) in kcal per mole: 56.4